# 1
The following is a DFT calculation (ωB97M-V/def2-TZVPD) of a structure of composition C38H38IN3O2PS2SbTi.

XYZ file:
```
87
Properties=species:S:1:pos:R:3
Ti -0.5561 -0.1941 -0.2657
I 1.4641 -1.4484 1.5238
C 3.3092 -0.2995 1.2669
C 3.8519 -0.0053 2.4906
C 5.1482 0.5307 2.6336
C 5.9224 0.6999 1.5279
C 5.4036 0.4178 0.2394
C 6.2523 0.5500 -0.8841
C 5.7933 0.2896 -2.1408
C 4.4339 -0.0169 -2.3169
C 3.5588 -0.1192 -1.2633
P 1.7692 -0.1526 -1.7524
C 1.8142 -1.5623 -2.9265
C 1.7889 -2.8288 -2.3433
C 1.8629 -3.9689 -3.1254
C 1.9490 -3.8599 -4.5067
C 1.9731 -2.6052 -5.0959
C 1.9119 -1.4613 -4.3102
C 1.6870 1.3422 -2.8062
C 2.4972 2.4500 -2.5615
C 2.2977 3.6360 -3.2534
C 1.2842 3.7331 -4.1958
C 0.4579 2.6432 -4.4303
C 0.6519 1.4619 -3.7320
C 4.0511 -0.0058 0.0783
H 3.2819 -0.2337 3.3840
H 5.5344 0.7550 3.6200
H 6.9455 1.0483 1.6081
H 7.2808 0.8506 -0.7193
H 6.4472 0.3658 -3.0001
H 4.0574 -0.1202 -3.3263
H 1.7084 -2.9179 -1.2657
H 1.8367 -4.9437 -2.6553
H 1.9923 -4.7503 -5.1213
H 2.0394 -2.5118 -6.1729
H 1.9359 -0.4893 -4.7861
H 3.2857 2.3927 -1.8211
H 2.9320 4.4889 -3.0454
H 1.1265 4.6602 -4.7326
H -0.3607 2.7157 -5.1350
H -0.0322 0.6364 -3.8899
O -1.3562 1.2136 -1.5523
C -2.1200 1.2030 -2.5938
C -2.5496 2.4320 -3.1537
C -3.3070 2.4897 -4.2994
C -3.6837 1.3194 -4.9633
C -3.2939 0.1083 -4.4293
C -2.5366 0.0170 -3.2565
C -2.2175 -1.2994 -2.7068
N -1.2964 -1.6037 -1.8053
C -1.4448 -2.9468 -1.5209
C -2.4424 -3.4629 -2.2734
N -2.9039 -2.4202 -3.0454
H -2.2381 3.3318 -2.6368
H -3.6097 3.4539 -4.6926
H -4.2659 1.3576 -5.8743
H -3.5663 -0.8016 -4.9538
H -0.8657 -3.4252 -0.7486
H -2.8800 -4.4436 -2.3091
H -3.7625 -2.4196 -3.5638
C -3.2586 1.7811 2.8367
C -2.3214 2.7458 2.1136
Sb -0.3963 1.8747 1.7271
C 0.7179 3.7241 1.6542
C 0.4639 4.4423 0.3300
C 0.0941 1.2761 3.7266
C -0.1112 2.3580 4.7799
H -4.2168 2.2588 3.0571
H -2.8374 1.4379 3.7838
H -3.4656 0.9005 2.2282
H -2.1640 3.6677 2.6800
H -2.7281 3.0160 1.1373
H 1.7757 3.4744 1.7710
H 0.4282 4.3480 2.5022
H 0.7151 3.8076 -0.5233
H 1.0477 5.3632 0.2447
H -0.5902 4.7104 0.2239
H 1.1334 0.9427 3.6974
H -0.5058 0.3842 3.9213
H 0.5364 3.2193 4.6026
H 0.1117 1.9811 5.7818
H -1.1411 2.7195 4.7902
O -4.5828 -2.0092 1.1233
S -4.0012 -0.9167 0.2593
N -2.3920 -0.6706 0.5228
S -1.1849 -2.4564 2.3582
C -1.4271 -1.2228 1.1949
```

Values from the calculation:
2S+1	2
highest occupied orbital energy (spin up / spin down)	-2.41 / -2.49	eV
HOMO-LUMO gap (spin up / spin down)	4.501 / 4.583	eV
total charge	-1

***

# 2
The following is a DFT calculation (ωB97M-V/def2-TZVPD) of a structure of composition C38H39CrFIN12O4S3 at a distorted geometry.

XYZ file:
```
99
Properties=species:S:1:pos:R:3
Cr -0.0121 -1.9161 0.3878
N 1.6302 -3.9472 3.1228
C 0.3699 -3.6059 3.4549
N -0.4748 -3.0951 2.6213
C -1.6561 -2.7515 3.2082
C -1.7515 -3.0921 4.5252
S -0.2917 -3.8303 5.0666
C -2.5688 -2.0023 2.3758
C -3.7558 -1.4450 2.7321
S -4.4804 -0.6403 1.3863
C -3.1092 -1.1198 0.4151
N -2.2021 -1.7836 1.0649
N -3.0218 -0.7680 -0.8875
H 2.0203 -3.3839 2.3780
H 2.2713 -4.1390 3.8771
H -2.5644 -2.9515 5.2062
H -4.2459 -1.4666 3.6830
H -3.8849 -0.5636 -1.3621
H -2.2917 -1.2248 -1.4206
S 2.2625 -1.8899 -0.2950
C 2.3735 -3.6615 -0.5362
N 3.4438 -4.2424 -0.9997
N 4.4932 -3.5303 -1.2718
C 5.6402 -4.0585 -1.8198
C 6.7996 -3.2769 -1.8512
C 7.9581 -3.7884 -2.3973
C 7.9668 -5.0689 -2.9327
C 6.8203 -5.8511 -2.8861
C 5.6585 -5.3608 -2.3278
N 1.3153 -4.3950 -0.2618
N 0.2470 -3.8257 0.1642
C -0.7870 -4.7529 0.3855
C -0.5276 -5.9396 1.0697
C -1.5365 -6.8654 1.2546
C -2.8054 -6.6308 0.7484
C -3.0579 -5.4639 0.0434
C -2.0584 -4.5224 -0.1332
H 4.4574 -2.5246 -1.0596
H 6.7914 -2.2841 -1.4265
H 8.8572 -3.1912 -2.4056
H 8.8619 -5.4503 -3.3946
H 6.8223 -6.8462 -3.3018
H 4.7585 -5.9534 -2.2862
H 0.4720 -6.1102 1.4360
H -1.3275 -7.7794 1.7905
H -3.5871 -7.3623 0.8891
H -4.0374 -5.2997 -0.3807
H -2.2307 -3.6378 -0.7304
F -3.2210 3.4335 -2.1901
C -2.2567 3.5134 -1.2414
C -1.6433 2.3526 -0.8571
C -0.6353 2.3751 0.1112
C -0.0437 1.1239 0.5459
O -0.3610 0.0448 -0.0268
C 0.8899 1.2347 1.6182
C 1.2615 2.4607 2.0862
N 0.7314 3.6266 1.6554
C 1.1540 4.8750 2.2375
C 1.5218 4.9519 3.6873
C 0.2493 5.5794 3.2151
C -0.2426 3.6082 0.6800
C -0.8789 4.7769 0.2512
C -1.8894 4.7549 -0.7049
N -2.5118 5.9519 -1.0765
C -3.8619 5.9487 -1.5895
C -4.5194 7.2656 -1.1830
N -3.7240 8.3970 -1.7328
C -2.3248 8.3539 -1.2278
C -1.7109 7.0155 -1.6336
C 1.4043 -0.0049 2.3344
O 2.2743 0.1119 3.1773
O 0.7995 -1.0847 2.0391
H -1.9313 1.4126 -1.3031
H 2.0212 2.5080 2.8541
H 1.7311 5.4834 1.5476
H 2.3477 5.5932 3.9502
H 1.4577 4.0711 4.3029
H 0.1773 6.6551 3.1834
H -0.6847 5.0999 3.4653
H -0.5966 5.7268 0.6735
H -4.4245 5.1351 -1.1321
H -3.9002 5.8236 -2.6828
H -4.5202 7.3470 -0.0946
H -5.5430 7.3196 -1.5563
H -4.1652 9.2926 -1.4940
H -3.7063 8.3107 -2.7591
H -2.3462 8.4294 -0.1384
H -1.7574 9.1904 -1.6388
H -0.6924 6.9471 -1.2530
H -1.6637 6.9449 -2.7337
N 0.8496 -0.8466 -2.9516
C 0.0943 -1.9363 -2.7913
O -0.5111 -2.1882 -1.7431
C -0.0361 -2.8413 -3.9805
I 1.8018 -3.9709 -4.1834
H 1.0696 -0.2958 -2.1323
H 1.4472 -0.7399 -3.7563
H -0.1663 -2.2875 -4.9067
H -0.8380 -3.5596 -3.8377
```

Values from the calculation:
2S+1	2
highest occupied orbital energy (spin up / spin down)	-10.91 / -10.88	eV
HOMO-LUMO gap (spin up / spin down)	6.147 / 6.115	eV
total charge	+2

***

# 3
The following is a DFT calculation (ωB97M-V/def2-TZVPD) of a structure of composition C38H39FFeN4O3SbSe at a distorted geometry.

XYZ file:
```
88
Properties=species:S:1:pos:R:3
Fe -2.3579 -1.3315 0.3167
C 4.1441 -2.9388 4.0920
C 3.8596 -1.4851 3.7303
N 2.8344 -1.3709 2.7025
C 1.5786 -1.1252 3.1082
C 0.4903 -1.0343 2.2871
C -0.8549 -0.6964 2.9445
O -0.8487 -0.2937 4.0843
O -1.8759 -0.8625 2.1942
C 0.6482 -1.2126 0.8823
O -0.2805 -1.1475 0.0321
C 2.0131 -1.4564 0.4491
C 2.2618 -1.6190 -0.9160
C 3.5338 -1.7799 -1.3877
F 3.6780 -1.8939 -2.7246
C 4.6487 -1.8029 -0.5247
C 4.3839 -1.7211 0.8419
C 3.0926 -1.5261 1.3573
N 5.9612 -1.9418 -0.9760
C 7.0209 -1.1304 -0.4146
C 8.2735 -2.0118 -0.2400
N 8.2375 -3.0859 -1.2734
C 7.7248 -2.5388 -2.5537
C 6.2268 -2.2541 -2.3751
H 4.9339 -2.9715 4.8355
H 4.4485 -3.5272 3.2306
H 3.2562 -3.3957 4.5193
H 4.7593 -0.9660 3.3988
H 3.4945 -0.9701 4.6213
H 1.4128 -0.9639 4.1663
H 1.4350 -1.5861 -1.6083
H 5.2155 -1.8084 1.5199
H 6.7287 -0.7055 0.5429
H 7.2437 -0.2866 -1.0813
H 8.3041 -2.4760 0.7472
H 9.1781 -1.4145 -0.3711
H 7.5792 -3.8161 -0.9706
H 9.1638 -3.5128 -1.3872
H 7.8740 -3.2497 -3.3672
H 8.2930 -1.6373 -2.7920
H 5.6426 -3.1375 -2.6399
H 5.9383 -1.4466 -3.0586
Se -2.6503 -3.5951 0.3449
C -3.8795 -4.5557 -0.5648
N -4.6569 -5.1780 -1.1406
C -3.4540 -0.3199 -3.0576
C -2.8700 1.0564 -3.1650
C -2.5790 1.6074 -4.4074
C -2.0348 2.8769 -4.5109
C -1.7745 3.6191 -3.3717
C -2.0807 3.0949 -2.1256
C -2.6272 1.8240 -2.0275
Sb -3.3176 1.0347 -0.1354
C -5.3998 1.5215 -0.5299
C -5.6638 2.7907 -1.0133
C -6.9665 3.1478 -1.3175
C -7.9837 2.2238 -1.1492
C -7.7054 0.9532 -0.6759
C -6.4038 0.5782 -0.3543
C -6.1071 -0.8036 0.1512
C -2.4915 2.4843 1.2163
C -1.1271 2.7147 1.0778
C -0.4970 3.6422 1.8867
C -1.2379 4.3287 2.8360
C -2.5832 4.0535 3.0054
C -3.2317 3.1069 2.2184
C -4.6673 2.7644 2.4615
H -3.4231 -0.8288 -4.0165
H -4.4980 -0.2598 -2.7419
H -2.8937 -0.9252 -2.3251
H -2.7909 1.0406 -5.3032
H -1.8159 3.2876 -5.4858
H -1.3463 4.6079 -3.4484
H -1.8964 3.6852 -1.2359
H -4.8591 3.5004 -1.1508
H -7.1779 4.1404 -1.6853
H -9.0006 2.4945 -1.3913
H -8.5072 0.2389 -0.5567
H -7.0278 -1.3170 0.4132
H -5.4718 -0.7647 1.0420
H -5.6016 -1.3961 -0.6183
H -0.5565 2.1651 0.3336
H 0.5614 3.8286 1.7758
H -0.7604 5.0700 3.4594
H -3.1408 4.5695 3.7739
H -4.9942 3.1475 3.4238
H -4.8008 1.6806 2.4579
H -5.3070 3.1931 1.6897
```

Values from the calculation:
2S+1	6
highest occupied orbital energy (spin up / spin down)	-12.92 / -12.96	eV
HOMO-LUMO gap (spin up / spin down)	7.815 / 5.736	eV
total charge	+2